1.
Molecular formula: C3N2O
Method: DFT, ωB97M-V/def2-TZVPD

Energy above the lowest of the compared OMol25 structures with the same formula, charge and spin = 3.235 eV
Frontier orbital gap = 8.8 eV
Lowest unoccupied orbital energy = -2.47 eV
E_HOMO = -11.3014 eV

The geometry in ORCA input format:
```
! RIJCOSX wB97M-V def2-TZVPD def2/J DEFGRID3
* xyz 0 1
O -0.419 0.356 0.320
C 0.380 -0.268 -0.560
C -1.712 0.154 0.128
N -2.851 -0.029 0.045
C 1.735 -0.081 -0.093
N 2.867 -0.133 0.160
*
```

***

2.
Molecular formula: C3N2O
Method: DFT, ωB97M-V/def2-TZVPD

Energy above the lowest of the compared OMol25 structures with the same formula, charge and spin = 0.426 eV
Frontier orbital gap = 10.8 eV
SMILES = N#CC(=O)C#N
Lowest unoccupied orbital energy = -2.05 eV
E_HOMO = -12.8708 eV

The geometry in ORCA input format:
```
! RIJCOSX wB97M-V def2-TZVPD def2/J DEFGRID3
* xyz 0 1
C 0.185 0.580 1.163
C -0.650 -0.615 -0.885
C 0.500 0.026 -0.308
N -0.032 0.886 2.239
N -1.562 -1.086 -1.389
O 1.558 0.208 -0.821
*
```

***

3.
Molecular formula: C3N2O3
Method: DFT, ωB97M-V/def2-TZVPD

Energy above the lowest of the compared OMol25 structures with the same formula, charge and spin = 0.000 eV
Frontier orbital gap = 7.9 eV
Lowest unoccupied orbital energy = 6.58 eV
E_HOMO = -1.3423 eV

The geometry in ORCA input format:
```
! RIJCOSX wB97M-V def2-TZVPD def2/J DEFGRID3
* xyz -2 1
C -0.238 -0.524 -3.005
C -0.183 0.823 -0.056
C 0.228 -0.340 2.151
N 0.022 -0.784 -4.177
N 0.197 0.026 0.731
O -0.458 0.461 2.809
O -0.527 1.633 -0.834
O 0.960 -1.294 2.381
*
```

***

4.
Molecular formula: C3N3O
Method: DFT, ωB97M-V/def2-TZVPD

Energy above the lowest of the compared OMol25 structures with the same formula, charge and spin = 5.686 eV
Frontier orbital gap = 8.5 eV
Lowest unoccupied orbital energy = -8.53 eV
E_HOMO = -17.0044 eV

The geometry in ORCA input format:
```
! RIJCOSX wB97M-V def2-TZVPD def2/J DEFGRID3
* xyz 1 1
C -0.835 -0.094 0.727
C -2.481 -0.249 -0.303
C 2.008 0.089 -0.090
N -3.002 -0.318 -1.330
N 1.515 0.264 1.044
N 0.321 0.211 1.061
O 2.474 0.099 -1.109
*
```

***

5.
Molecular formula: C3NO3S
Method: DFT, ωB97M-V/def2-TZVPD

Energy above the lowest of the compared OMol25 structures with the same formula, charge and spin = 1.193 eV
Frontier orbital gap = 7.7 eV
Lowest unoccupied orbital energy = 3.62 eV
E_HOMO = -4.1026 eV

The geometry in ORCA input format:
```
! RIJCOSX wB97M-V def2-TZVPD def2/J DEFGRID3
* xyz -1 1
C 0.730 -1.672 -0.172
C 1.085 1.735 -0.298
C -1.079 0.141 0.062
N -0.025 -0.804 0.265
O 1.446 -2.547 -0.497
O 1.190 2.385 0.635
O -0.752 1.302 -0.190
S -2.596 -0.542 0.195
*
```

***

6.
Molecular formula: C3O2Rb
Method: DFT, ωB97M-V/def2-TZVPD

Energy above the lowest of the compared OMol25 structures with the same formula, charge and spin = 0.000 eV
Frontier orbital gap (alpha / beta) = 2.4 / 2.4 eV
Lowest unoccupied orbital energy (alpha / beta) = 0.80 / 0.80 eV
E_HOMO (alpha / beta) = -1.5840 / -1.5841 eV

The geometry in ORCA input format:
```
! RIJCOSX wB97M-V def2-TZVPD def2/J DEFGRID3
* xyz -1 1
O 0.715 -1.820 -0.270
C 0.882 -2.311 -1.495
C 1.025 -2.865 -2.599
O -0.634 -0.108 -0.979
C -0.271 -0.745 -0.001
Rb -0.017 2.327 1.406
*
```

***

7.
Molecular formula: C40H100N10O15
Method: DFT, ωB97M-V/def2-TZVPD

Frontier orbital gap = 8.3 eV
SMILES = COCCNCCOC.COCCNCCOC.COCCNCCOC.COCCNCCOC.COCCNCCOC.CC(N)=O.CC(N)=O.CC(N)=O.CC(N)=O.CC(N)=O
Lowest unoccupied orbital energy = 0.32 eV
E_HOMO = -7.9864 eV

The geometry in ORCA input format:
```
! RIJCOSX wB97M-V def2-TZVPD def2/J DEFGRID3
* xyz 0 1
O 2.845 -6.798 -2.280
C 3.629 -5.885 -2.007
N 4.432 -5.534 -3.030
C 3.729 -5.163 -0.719
H 4.309 -6.290 -3.689
H 5.277 -5.028 -2.808
H 3.449 -5.872 0.060
H 2.894 -4.467 -0.795
H 4.707 -4.682 -0.725
O -0.587 -1.627 -1.478
C -0.751 -1.941 -0.247
N -2.019 -2.087 0.245
C 0.455 -2.148 0.773
H -2.722 -1.982 -0.472
H -2.247 -2.274 1.211
H 1.158 -2.965 0.614
H 0.119 -2.146 1.809
H 0.979 -1.194 0.705
O -3.952 -1.275 -2.210
C -3.914 -1.667 -3.341
N -4.625 -0.944 -4.277
C -3.124 -2.939 -3.860
H -5.193 -0.157 -3.999
H -5.050 -1.300 -5.121
H -2.930 -2.940 -4.933
H -3.716 -3.793 -3.532
H -2.144 -2.957 -3.383
O -4.385 -5.486 -1.743
C -4.846 -5.264 -0.577
N -4.863 -6.236 0.288
C -5.331 -3.914 -0.218
H -4.478 -7.140 0.054
H -5.362 -6.106 1.157
H -6.018 -3.420 -0.907
H -4.491 -3.219 -0.212
H -5.711 -3.872 0.802
O -2.954 -2.179 3.177
C -3.897 -2.777 3.669
N -5.108 -2.261 3.791
C -3.611 -4.122 4.231
H -5.173 -1.330 3.406
H -5.931 -2.800 4.020
H -2.737 -4.047 4.879
H -3.332 -4.791 3.417
H -4.468 -4.574 4.729
C 3.195 -1.661 -1.542
O 3.499 -2.089 -0.196
C 3.817 -1.035 0.822
C 5.256 -0.511 0.597
N 6.261 -1.229 1.463
C 7.629 -0.687 1.306
C 8.799 -1.606 1.789
O 8.774 -2.848 1.088
C 9.672 -3.750 1.475
H 2.541 -0.789 -1.540
H 2.548 -2.398 -2.018
H 4.040 -1.623 -2.230
H 3.474 -1.379 1.797
H 3.321 -0.093 0.584
H 5.381 0.535 0.876
H 5.496 -0.516 -0.466
H 6.224 -2.156 1.063
H 7.796 0.311 1.711
H 7.719 -0.553 0.228
H 8.744 -1.848 2.850
H 9.620 -0.890 1.763
H 10.650 -3.283 1.589
H 9.876 -4.511 0.722
H 9.356 -4.142 2.442
C 1.830 3.245 -1.273
O 3.270 2.965 -1.386
C 3.641 2.332 -2.588
C 3.678 3.363 -3.813
N 4.313 2.632 -4.957
C 3.865 1.310 -5.366
C 2.457 1.292 -5.723
O 1.409 1.315 -4.659
C 1.066 0.061 -4.032
H 1.455 4.013 -1.950
H 1.513 3.551 -0.276
H 1.376 2.270 -1.450
H 3.124 1.412 -2.859
H 4.688 2.035 -2.530
H 4.394 4.132 -3.522
H 2.733 3.880 -3.977
H 5.318 2.562 -4.889
H 4.152 0.580 -4.610
H 4.564 1.222 -6.198
H 2.231 0.413 -6.327
H 2.173 2.258 -6.141
H 0.804 0.191 -2.982
H 1.939 -0.544 -3.786
H 0.359 -0.531 -4.614
C 1.866 -5.105 3.167
O 1.024 -4.145 3.825
C 1.798 -3.195 4.574
C 0.806 -2.219 5.067
N 1.444 -1.223 5.920
C 0.566 -0.083 6.202
C 0.007 0.853 5.090
O 0.914 1.852 4.944
C 0.807 2.764 3.853
H 2.672 -4.629 2.609
H 1.216 -5.823 2.666
H 2.489 -5.705 3.831
H 2.534 -2.603 4.030
H 2.407 -3.623 5.371
H 0.051 -2.758 5.638
H 0.290 -1.834 4.188
H 2.246 -0.733 5.550
H 1.087 0.579 6.894
H -0.287 -0.582 6.661
H -0.900 1.340 5.449
H -0.268 0.269 4.211
H 1.036 3.817 4.016
H -0.226 2.848 3.516
H 1.231 2.446 2.900
C -7.858 5.388 1.351
O -7.978 4.887 0.000
C -8.097 3.474 0.062
C -6.763 2.800 -0.246
N -6.786 1.545 0.534
C -5.605 0.796 0.072
C -5.305 -0.327 1.026
O -5.328 0.023 2.413
C -4.449 0.998 2.814
H -8.813 5.379 1.875
H -7.562 6.426 1.202
H -7.112 4.786 1.871
H -8.659 3.215 -0.835
H -8.663 3.072 0.903
H -5.971 3.392 0.215
H -6.436 2.759 -1.285
H -6.982 1.652 1.519
H -4.663 1.341 0.146
H -5.688 0.465 -0.963
H -4.302 -0.675 0.779
H -5.966 -1.190 0.952
H -4.595 1.059 3.892
H -4.405 1.966 2.315
H -3.493 0.475 2.774
C -1.412 1.695 -0.925
O -1.098 3.002 -1.397
C -2.253 3.755 -1.859
C -1.750 5.188 -1.736
N -0.923 5.568 -2.927
C -0.497 6.958 -3.035
C 0.702 7.280 -2.177
O 1.916 6.750 -2.826
C 3.095 7.088 -2.057
H -0.482 1.168 -0.712
H -2.010 1.143 -1.649
H -1.790 1.785 0.093
H -3.184 3.586 -1.318
H -2.373 3.474 -2.905
H -1.071 5.012 -0.902
H -2.494 5.942 -1.481
H -0.102 5.017 -2.721
H -1.234 7.636 -2.607
H -0.187 7.184 -4.056
H 0.580 6.945 -1.147
H 0.836 8.360 -2.233
H 2.843 8.072 -1.661
H 3.893 7.191 -2.791
H 3.317 6.366 -1.271
*
```

***

8.
Molecular formula: C40H100O20
Method: DFT, ωB97M-V/def2-TZVPD

Expectation value of S² = 0.750
Energy above the lowest of the compared OMol25 structures with the same formula, charge and spin = 1.375 eV
Frontier orbital gap (alpha / beta) = 1.4 / 9.4 eV
Lowest unoccupied orbital energy (alpha / beta) = 2.13 / 2.18 eV
E_HOMO (alpha / beta) = 0.7612 / -7.2485 eV

The geometry in ORCA input format:
```
! RIJCOSX wB97M-V def2-TZVPD def2/J DEFGRID3
* xyz -1 2
C -5.771 5.465 4.861
O -4.808 4.444 4.561
C -4.159 4.497 3.227
C -3.462 3.134 3.028
O -2.311 3.003 2.150
C -1.312 4.002 2.358
H -5.396 6.487 4.803
H -6.102 5.392 5.898
H -6.665 5.446 4.238
H -3.414 5.290 3.288
H -4.787 4.786 2.384
H -4.244 2.441 2.716
H -3.121 2.767 3.996
H -1.591 4.810 1.682
H -0.378 3.626 1.940
H -1.194 4.305 3.399
C -4.505 -3.830 0.044
O -4.216 -2.440 -0.299
C -5.245 -1.789 -0.966
C -4.854 -0.475 -1.719
O -4.137 0.493 -1.029
C -4.752 0.988 0.141
H -5.227 -3.899 0.857
H -3.597 -4.313 0.406
H -4.892 -4.444 -0.770
H -6.006 -1.542 -0.226
H -5.640 -2.521 -1.671
H -5.705 0.119 -2.054
H -4.203 -0.683 -2.568
H -4.784 0.211 0.904
H -5.745 1.402 -0.037
H -4.095 1.715 0.618
C -0.779 1.486 -0.619
O -0.108 0.239 -0.728
C -0.807 -0.837 -0.075
C -0.159 -2.194 -0.581
O 0.000 -2.180 -1.962
C -1.207 -2.154 -2.751
H -0.888 1.837 0.407
H -1.723 1.551 -1.161
H -0.269 2.353 -1.040
H -1.893 -0.849 0.019
H -0.415 -0.769 0.939
H -0.824 -3.021 -0.336
H 0.767 -2.366 -0.032
H -1.566 -3.181 -2.689
H -0.969 -2.044 -3.809
H -2.058 -1.521 -2.497
C 0.336 -5.995 -0.665
O -0.846 -6.770 -1.013
C -1.481 -6.206 -2.166
C -2.913 -6.679 -2.391
O -2.877 -8.055 -2.759
C -4.137 -8.632 -3.161
H 1.157 -6.414 -0.083
H -0.040 -5.201 -0.021
H 0.842 -5.533 -1.513
H -0.905 -6.369 -3.076
H -1.581 -5.125 -2.067
H -3.367 -6.063 -3.167
H -3.499 -6.589 -1.476
H -4.066 -9.716 -3.255
H -4.499 -8.333 -4.145
H -4.916 -8.230 -2.514
C 2.348 3.394 1.124
O 3.718 3.258 1.532
C 4.165 4.171 2.580
C 5.278 3.579 3.475
O 6.377 3.347 2.541
C 7.412 2.543 3.203
H 2.307 4.128 0.319
H 1.689 3.700 1.936
H 1.923 2.436 0.823
H 3.422 4.528 3.293
H 4.431 5.099 2.074
H 4.985 2.610 3.880
H 5.544 4.184 4.341
H 6.952 1.614 3.541
H 7.923 2.951 4.076
H 8.201 2.212 2.529
C -1.375 2.219 -4.100
O -1.788 1.940 -5.458
C -0.857 1.283 -6.287
C -1.609 0.816 -7.556
O -1.215 1.416 -8.786
C -1.225 2.853 -8.811
H -1.250 1.289 -3.545
H -2.177 2.689 -3.530
H -0.425 2.733 -3.954
H -0.367 0.438 -5.804
H -0.045 1.925 -6.628
H -2.681 0.754 -7.369
H -1.212 -0.181 -7.744
H -1.176 3.172 -9.852
H -0.364 3.278 -8.296
H -2.185 3.175 -8.409
C 1.905 -1.630 7.483
O 1.238 -2.280 6.370
C -0.173 -2.242 6.376
C -0.574 -2.376 4.867
O 0.176 -3.388 4.299
C -0.245 -3.625 3.012
H 1.670 -2.214 8.373
H 1.459 -0.636 7.507
H 2.985 -1.489 7.433
H -0.530 -1.298 6.787
H -0.640 -3.029 6.969
H -0.356 -1.383 4.474
H -1.651 -2.539 4.826
H 0.587 -4.037 2.440
H -0.529 -2.720 2.474
H -1.104 -4.287 2.910
C 1.971 -2.356 -4.504
O 2.525 -1.765 -5.737
C 3.149 -0.522 -5.509
C 3.644 0.203 -6.695
O 2.678 0.701 -7.535
C 1.972 -0.246 -8.417
H 1.389 -1.575 -4.016
H 2.715 -2.722 -3.797
H 1.352 -3.226 -4.726
H 4.032 -0.763 -4.917
H 2.509 0.218 -5.029
H 4.425 -0.391 -7.170
H 4.220 1.048 -6.319
H 1.213 -0.862 -7.933
H 2.729 -0.875 -8.886
H 1.326 0.255 -9.138
C 0.527 2.858 7.867
O 1.029 1.968 6.815
C 2.252 2.381 6.276
C 2.775 1.484 5.113
O 2.274 1.921 3.784
C 0.883 1.749 3.724
H 1.083 2.678 8.787
H -0.498 2.564 8.092
H 0.527 3.891 7.517
H 2.911 2.278 7.138
H 2.224 3.411 5.920
H 2.469 0.481 5.411
H 3.858 1.583 5.036
H 0.419 2.659 4.103
H 0.440 0.921 4.276
H 0.452 1.468 2.763
C 2.509 2.346 -2.586
O 2.954 1.836 -1.403
C 3.014 0.351 -1.414
C 3.272 -0.293 -0.074
O 4.427 0.377 0.451
C 5.025 -0.252 1.594
H 2.999 1.978 -3.487
H 2.639 3.423 -2.482
H 1.449 2.099 -2.648
H 3.762 0.035 -2.141
H 2.160 -0.164 -1.855
H 3.444 -1.369 -0.085
H 2.398 -0.222 0.573
H 4.273 -0.415 2.366
H 5.827 0.389 1.960
H 5.450 -1.241 1.427
*
```

***

So what do the calculations give for E? Going down the list: -8133.42224, -8136.23208, -12233.17183, -9611.89922, -21579.74287, -7855.41458, -88705.49926, -84033.43784 eV.
So what do the calculations give for max |F|? Going down the list: 1.24, 3.53, 5.66, 16.91, 4.62, 1.54, 5.99, 3.89 eV Å⁻¹.